No. 1
# C30H30F4N7O4Rh

C30H30F4N7O4Rh as an isolated structure (ωB97M-V/def2-TZVPD, OMol25).

XYZ file:
```
76
Properties=species:S:1:pos:R:3:mulliken_spin:R:1
Rh 2.30 -0.98 -0.39 2.027
F -1.43 4.63 0.03 -0.001
C -1.87 3.35 0.18 -0.124
C -0.97 2.32 0.10 0.316
C -1.42 0.97 0.20 -0.025
C -0.47 -0.07 0.13 0.207
O 0.78 0.29 -0.04 0.179
C -0.96 -1.41 0.25 -0.061
C -2.29 -1.60 0.37 0.125
N -3.23 -0.61 0.40 0.044
C -4.60 -1.08 0.46 -0.007
C -5.78 -0.46 -0.20 0.015
C -5.70 -0.53 1.31 0.009
C -2.82 0.73 0.36 -0.002
C -3.69 1.80 0.46 0.122
C -3.22 3.14 0.39 0.182
N -4.18 4.20 0.42 0.015
C -3.93 5.31 1.31 0.020
C -5.23 6.14 1.41 0.004
N -6.32 5.30 0.82 0.000
C -6.12 5.16 -0.66 -0.001
C -4.67 4.68 -0.87 0.021
C -0.14 -2.69 0.26 -0.004
O -0.73 -3.76 0.24 0.008
O 1.14 -2.59 0.28 0.006
H 0.08 2.52 -0.06 0.056
H -2.65 -2.62 0.43 0.016
H -4.59 -2.16 0.41 0.001
H -6.46 -1.13 -0.71 0.000
H -5.67 0.50 -0.68 -0.010
H -6.32 -1.24 1.83 0.000
H -5.52 0.39 1.86 0.000
H -4.74 1.68 0.63 0.022
H -3.12 5.97 0.98 0.000
H -3.65 4.91 2.29 -0.005
H -5.19 7.06 0.83 0.000
H -5.50 6.38 2.44 -0.001
H -7.25 5.65 1.04 0.001
H -6.18 4.36 1.20 0.000
H -6.33 6.12 -1.12 0.001
H -6.85 4.43 -1.01 0.000
H -4.05 5.50 -1.26 -0.004
H -4.64 3.86 -1.59 0.006
F 4.42 0.11 -2.06 -0.001
C 3.29 0.45 -1.38 -0.017
F 3.64 1.50 -0.61 -0.003
F 2.46 0.96 -2.34 -0.002
O 2.26 -3.02 -2.38 0.516
N 1.40 -3.87 -2.34 0.501
C 1.21 -4.88 -1.57 0.038
C 0.05 -5.69 -1.81 -0.006
N -0.86 -6.35 -1.99 -0.020
C 2.19 -5.26 -0.60 -0.001
N 2.97 -5.64 0.16 -0.020
C 7.50 -3.92 -1.30 0.001
N 6.59 -2.89 -1.73 0.005
C 7.23 -1.59 -1.79 0.001
C 5.26 -2.86 -1.14 -0.002
C 5.07 -2.32 0.27 -0.304
C 5.93 -2.68 1.31 0.015
C 5.74 -2.24 2.61 0.000
C 4.64 -1.46 2.92 0.013
C 3.74 -1.14 1.92 -0.184
C 3.96 -1.54 0.60 0.301
H 8.26 -4.06 -2.07 0.000
H 6.97 -4.86 -1.18 0.000
H 8.03 -3.70 -0.37 0.000
H 8.17 -1.68 -2.34 0.000
H 7.46 -1.18 -0.80 0.000
H 6.59 -0.88 -2.32 0.001
H 4.87 -3.88 -1.17 0.002
H 4.63 -2.26 -1.80 -0.012
H 6.77 -3.33 1.10 0.001
H 6.44 -2.54 3.38 0.001
H 4.47 -1.13 3.94 -0.001
H 2.84 -0.58 2.18 0.018
```

Output
⟨S²⟩ ... 6.045
Kohn-Sham gap (alpha / beta) ... 3.474 / 5.972 eV
E_HOMO (alpha / beta) ... -0.177 / -0.273 Eh
Spin multiplicity ... 5

---

No. 2
# C30H30F8N2O18S

A 6-piece molecular cluster, C30H30F8N2O18S overall at a distorted geometry (ωB97M-V/def2-TZVPD, OMol25).

XYZ file:
```
89
Properties=species:S:1:pos:R:3:lowdin_charge:R:1
C 2.01 -2.99 1.65 -0.067
C 3.28 -2.31 1.02 -0.245
O 2.85 -1.56 -0.13 -0.188
C 3.74 -0.49 -0.44 -0.201
C 3.15 0.96 -0.13 -0.085
C 1.76 0.92 0.62 -0.150
N 0.73 0.41 -0.09 0.178
C -0.46 0.37 0.63 -0.162
C -1.67 -0.20 -0.02 0.056
C -2.96 -0.33 0.64 -0.174
C -4.13 -0.95 -0.19 -0.058
C -4.92 -2.09 0.56 -0.495
O -4.42 -3.11 0.94 0.109
O -6.28 -1.86 0.82 0.033
C -3.07 0.17 2.05 -0.502
S -4.63 0.07 2.98 0.765
C -1.90 0.75 2.69 -0.005
C -0.55 0.86 2.02 -0.169
N 0.46 1.43 2.78 0.190
C 1.59 1.43 2.03 -0.072
C 2.87 2.02 2.73 -0.459
F 3.34 3.17 2.11 0.099
F 3.84 1.06 2.89 0.114
F 2.53 2.42 4.02 0.085
H 2.31 -3.96 2.13 0.074
H 1.23 -3.15 0.86 0.085
H 1.57 -2.29 2.41 0.063
H 3.84 -1.65 1.74 0.114
H 3.98 -3.12 0.70 0.125
H 3.94 -0.54 -1.55 0.128
H 4.73 -0.61 0.08 0.126
H 3.90 1.63 0.36 0.101
H 2.92 1.44 -1.13 0.118
H -1.57 -0.57 -1.07 0.121
H -3.65 -1.44 -1.09 0.135
H -4.82 -0.11 -0.50 0.133
H -6.58 -1.25 0.11 0.108
H -4.50 -1.10 3.71 -0.094
H -2.01 1.12 3.74 0.111
C 1.17 4.74 -0.10 -0.071
C 0.63 5.85 -0.95 -0.309
O -0.62 5.33 -1.38 0.123
C -1.02 4.47 -0.38 -0.527
O -2.13 4.06 -0.26 0.189
O 0.01 4.16 0.45 0.067
F 1.41 6.06 -2.04 0.072
H 1.71 3.99 -0.68 0.143
H 1.84 5.11 0.69 0.141
H 0.47 6.79 -0.42 0.178
C 2.29 -2.63 5.85 -0.058
C 3.36 -2.98 6.84 -0.321
O 4.11 -3.97 6.17 0.142
C 3.98 -3.70 4.84 -0.537
O 4.68 -4.15 3.99 0.178
O 2.96 -2.83 4.60 0.044
F 2.83 -3.51 7.96 0.078
H 1.43 -3.30 5.91 0.149
H 1.94 -1.60 5.95 0.143
H 4.01 -2.14 7.11 0.176
C -0.17 4.93 -4.80 -0.054
C 0.86 4.19 -5.60 -0.318
O 0.57 2.83 -5.30 0.111
C -0.77 2.78 -5.04 -0.533
O -1.41 1.79 -5.01 0.178
O -1.28 4.03 -4.81 0.086
F 2.11 4.47 -5.16 0.083
H 0.14 5.10 -3.77 0.113
H -0.44 5.88 -5.25 0.149
H 0.80 4.35 -6.68 0.176
C -6.67 -5.16 2.41 -0.065
C -7.29 -5.27 3.77 -0.321
O -7.64 -6.63 3.86 0.134
C -6.75 -7.30 3.07 -0.541
O -6.57 -8.47 3.11 0.176
O -6.08 -6.45 2.25 0.079
F -8.41 -4.52 3.86 0.073
H -7.42 -5.00 1.63 0.150
H -5.93 -4.37 2.34 0.114
H -6.61 -5.01 4.59 0.174
C 3.61 0.49 -7.60 -0.058
C 2.88 1.47 -6.73 -0.332
O 2.85 2.64 -7.52 0.122
C 2.86 2.21 -8.82 -0.534
O 2.57 2.89 -9.75 0.181
O 3.23 0.90 -8.91 0.079
F 3.58 1.73 -5.60 0.078
H 4.70 0.57 -7.50 0.147
H 3.32 -0.54 -7.41 0.144
H 1.86 1.17 -6.48 0.165
```

Output
SMILES string ... CCOCCc1nc2cc(CC(=O)O)c(S)cc2nc1C(F)(F)F.O=C1OC[C@@H](F)O1.O=C1OC[C@@H](F)O1.O=C1OC[C@@H](F)O1.O=C1OC[C@@H](F)O1.O=C1OC[C@@H](F)O1
Kohn-Sham gap ... 8.225 eV
E_HOMO ... -0.347 Eh
Spin multiplicity ... 1